# 1
14
Properties=species:S:1:pos:R:3:forces:R:3:mulliken_charge:R:1 method="wB97M-V/def2-TZVPD" homo_ev=-8.98 gap_ev=8.2588 de_lowest_kcal_mol=71.0 total_energy_ha=-1093.23255
I -2.287275 0.462791 -2.163577 0.097 -0.087 0.242 0.083
I -2.006282 0.160846 2.269057 0.211 -0.133 -0.421 0.033
P 0.799709 1.078080 -1.211272 0.193 -0.324 -0.236 -0.044
C 0.543992 -0.728066 0.767520 0.187 -0.114 0.048 -0.697
C -0.902726 -0.341420 0.464059 -0.254 -0.217 0.549 -0.539
C 1.316915 -0.581074 -0.543530 0.063 0.122 -0.084 -0.827
C -0.886561 0.738943 -0.574692 -1.574 4.116 0.373 -0.359
H 1.241059 1.757492 -0.066105 0.104 0.194 0.236 0.030
H -1.440610 -1.207182 0.071450 -0.015 0.143 0.099 0.501
H 2.396430 -0.623170 -0.401990 0.008 -0.054 0.005 0.417
H 0.593927 -1.746639 1.155207 -0.058 0.033 0.104 0.361
H 1.034367 -1.353886 -1.264579 0.038 0.033 0.032 0.359
H 0.970386 -0.054118 1.513732 -0.032 -0.048 -0.003 0.393
H -1.373331 2.437402 -0.015281 1.033 -3.665 -0.945 0.290

***

# 2
59
Properties=species:S:1:pos:R:3:forces:R:3:mulliken_charge:R:1 method="wB97M-V/def2-TZVPD" homo_ev=-4.24 charge=-1 gap_ev=6.8541 total_energy_ha=-1450.66815
F -2.127140 1.657239 -2.715283 0.423 -0.368 0.203 -0.318
F -0.363393 0.598938 -1.873846 -0.346 0.210 -0.480 -0.201
F -1.203440 2.317391 -0.866881 -0.793 -0.821 -0.186 -0.294
O -0.214380 2.288465 2.194170 0.091 0.062 0.052 -0.394
O 0.402810 -2.642301 -2.695153 -0.110 0.409 0.148 -0.438
O 0.579685 3.661451 -1.623629 0.772 0.449 -0.146 -0.444
O 0.846943 -1.319216 3.374015 -0.072 0.558 -0.157 -1.093
O 0.882984 -2.663799 -0.055663 -0.888 -0.091 -0.779 -1.216
O -2.812430 -0.916988 -1.430619 0.313 -0.331 -0.441 -0.265
O 0.211855 0.338578 5.704096 -0.150 0.104 0.267 -0.412
O -2.052662 0.025604 0.467925 0.927 -0.542 0.784 -0.898
O 2.495754 1.128781 -0.713996 0.356 0.461 -0.119 -0.394
N -1.685631 -3.103287 -0.209108 -0.777 -0.632 2.200 -0.181
N 0.555935 -0.160104 0.978634 -0.149 -0.635 1.456 -0.034
C 1.006762 2.780584 2.666665 1.000 0.472 -0.077 -0.562
C 1.724456 4.449195 -1.361717 -0.067 -0.428 -0.409 -0.591
C -1.536407 1.200894 -1.578144 0.599 0.216 0.871 0.875
C -3.596110 -0.849432 -2.606175 0.431 -0.234 0.384 -0.221
C 3.142756 -0.027239 -1.226598 -0.400 -0.984 -0.078 -0.651
C 0.959904 1.412229 6.211864 1.153 -0.238 -1.185 -0.418
C 1.257902 -3.597515 -3.252541 -0.001 -0.597 0.872 -0.816
C -4.004032 -2.250950 -2.964660 -0.494 -0.831 -0.572 -1.314
C -2.447441 0.313036 -0.700319 -2.470 0.828 -0.150 -0.159
H -0.735631 3.036797 1.889584 -0.098 -0.146 -0.103 0.248
H -2.136084 -2.206087 -0.521592 0.045 -0.234 -0.360 0.363
H 0.778060 2.757586 -1.342357 -0.142 0.110 -0.162 0.341
H 3.154126 1.821627 -0.618019 -0.015 -0.020 0.095 0.230
H 0.783455 -0.426245 2.014893 0.068 -0.703 -0.138 0.496
H 1.417010 5.492715 -1.328428 -0.023 0.028 0.362 0.266
H 1.406844 2.016744 5.398089 -0.085 -0.182 0.093 0.071
H 1.213101 0.558968 0.687820 -0.413 -0.319 -0.434 0.231
H 2.181856 4.108793 -0.429076 0.150 0.461 0.135 0.116
H 1.556119 3.385161 1.921727 -0.369 0.145 -0.007 0.061
H -4.456757 -2.268291 -3.962492 -0.108 0.110 0.092 0.405
H -3.190016 -2.977436 -3.028854 0.316 0.368 0.139 0.264
H -3.007073 -0.419435 -3.417713 -0.168 0.130 -0.080 0.272
H 4.098911 0.191083 -1.700707 -0.048 0.112 -0.081 0.374
H 0.542183 -2.599129 -1.690771 0.262 -0.099 -0.384 0.506
H 0.725004 -0.189267 5.039842 -1.012 0.598 0.139 0.183
H 3.296203 -0.794461 -0.458571 0.177 0.378 0.288 0.269
H -0.419711 0.166430 1.056255 0.002 0.310 -0.606 0.432
H -3.422532 0.876939 -0.672478 -0.011 0.244 -0.481 0.081
H 2.467095 -0.525274 -1.926416 0.051 0.327 -0.233 0.126
H 0.525131 -1.075185 0.424484 0.727 0.734 0.450 0.118
H 1.816491 -2.526748 -0.184306 0.351 -0.208 0.157 0.071
H 2.047973 -3.888037 -2.542760 0.037 0.135 -0.095 0.270
H -0.635503 -3.070001 -0.226751 0.803 0.061 -0.455 0.212
H 1.820223 1.020325 6.777500 -0.217 0.405 0.421 0.280
H 0.367805 2.139885 6.764841 -0.283 -0.486 0.359 0.239
H -4.499246 -0.253857 -2.421063 0.141 0.209 -0.103 0.269
H 0.702672 -4.529914 -3.439474 0.122 0.047 -0.372 0.235
H 1.720353 1.980752 2.879570 -0.540 -0.396 0.125 0.259
H 1.746876 -3.251127 -4.165571 -0.194 0.096 -0.100 0.245
H 1.441812 -1.104586 4.091598 0.774 -0.399 -0.073 0.158
H 2.473424 4.390222 -2.164540 0.017 -0.172 0.025 0.250
H -2.111381 -3.967494 -0.532560 0.275 0.351 -0.980 0.376
H -1.863999 -3.218458 0.801004 0.138 0.794 -0.164 0.432
H 0.910408 3.379560 3.579741 -0.084 -0.015 -0.028 0.375
H -4.739879 -2.674108 -2.275487 0.006 0.189 0.101 0.317

***

# 3
89
Properties=species:S:1:pos:R:3:forces:R:3:mulliken_spin:R:1 method="wB97M-V/def2-TZVPD" multiplicity=6 homo_ev="-4.92 / -7.31" gap_ev="4.7914 / 5.2763" de_lowest_kcal_mol=21.9 total_energy_ha=-2811.56805
Te 0.743000 1.542491 -1.787218 0.231 -0.227 -1.038 0.062
Ru -1.002775 -0.145912 -0.657334 -0.300 0.412 0.649 2.719
Si -0.538713 3.515673 -4.110731 0.117 -0.039 -0.137 0.007
Si 4.020626 0.833976 -1.394647 0.304 -0.156 0.127 -0.005
F -3.759633 0.388328 -0.966080 0.113 0.047 -0.150 0.009
F -2.667418 -0.178373 -2.811986 -0.065 0.159 0.084 0.013
O -0.991262 2.066263 0.398076 -0.111 -0.254 0.152 0.143
O -2.150903 -1.999098 -0.712740 0.275 0.560 0.054 0.176
N 0.668072 -0.173468 5.262971 -0.367 -0.212 0.269 0.088
N 1.797441 1.802548 4.582750 -0.031 0.299 0.070 0.107
N -2.723657 -1.514387 1.466000 -0.235 0.001 0.575 0.318
N 0.583043 -1.491342 -0.201604 -0.046 -0.591 0.278 -0.067
N -2.057800 -0.384977 1.380278 0.247 -0.391 -1.006 0.359
C 1.261359 -3.732156 -0.589760 0.020 0.019 0.085 -0.027
C 0.907498 -2.277075 4.166984 -0.103 -0.185 -0.083 0.181
C 1.060462 -3.153292 3.094321 0.037 0.089 0.024 0.172
C -4.728172 -5.283488 -0.698407 0.002 -0.035 -0.019 -0.008
C -2.602172 0.612199 -1.665900 -0.456 -0.227 -0.325 -0.020
C -0.158890 1.688980 -3.746267 -0.159 0.519 0.161 0.014
C 1.358677 -3.950057 0.762832 0.002 0.075 -0.091 0.102
C -3.921564 -4.159305 -0.747129 0.041 0.040 -0.034 0.013
C -4.899165 -5.062681 1.692174 0.000 -0.043 -0.012 -0.012
C -3.611582 -3.474549 0.424391 -0.031 -0.028 0.033 -0.029
C -2.772970 -2.256931 0.350912 0.047 -0.107 -0.207 0.057
C -5.221087 -5.732841 0.518933 -0.013 0.003 0.018 0.022
C -2.295351 -0.467879 3.822798 -0.084 0.016 -0.120 0.037
C -0.140755 3.596139 1.989218 -0.003 -0.047 -0.062 0.016
C 3.953860 2.534341 -0.578717 -0.074 -0.229 -0.207 0.000
C -4.096557 -3.936136 1.648479 0.042 0.075 -0.066 0.029
C -1.555624 3.560613 -5.696555 0.201 0.126 0.206 0.001
C 1.150479 4.344584 -4.291905 -0.320 -0.096 -0.044 0.003
C -0.823766 2.307903 1.613983 0.112 0.320 -0.345 0.047
C 2.273455 -0.272496 3.508422 -0.307 -0.309 -0.043 0.142
C -1.479857 4.293701 -2.667314 0.065 -0.183 -0.223 0.002
C 1.259914 -0.910741 4.283692 0.377 0.427 -0.136 0.030
C 5.562507 0.649498 -2.466881 -0.207 0.067 0.150 0.000
C 0.862520 -2.482810 -1.063768 0.208 0.063 -0.099 0.157
C 0.956113 1.106554 5.349666 0.286 -0.081 -0.279 -0.032
C 2.480026 1.066447 3.688079 -0.046 0.050 0.032 -0.018
C 2.530255 0.610336 -2.551214 -0.057 -0.057 0.417 -0.001
C -1.245166 1.461670 2.673900 -0.161 -0.454 0.038 0.218
C 1.096893 -2.905792 1.697817 0.029 -0.081 0.130 0.041
C 0.706196 -1.680224 1.107856 0.246 0.000 0.040 -0.019
C 3.973227 -0.503454 -0.072202 -0.044 0.225 -0.196 -0.049
C -1.859245 0.230075 2.566756 0.011 0.391 0.732 -0.131
H -1.079107 1.833616 3.674145 0.042 -0.010 0.003 0.011
H 2.724178 1.103488 -3.505494 -0.089 0.085 0.013 0.003
H -1.205645 5.342072 -2.537801 0.025 0.006 -0.041 0.000
H 2.343320 -0.447689 -2.740632 -0.047 0.019 0.005 -0.001
H 5.619809 1.428219 -3.230399 -0.009 0.012 0.011 0.000
H -2.643823 1.651284 -2.006127 0.164 0.046 0.136 -0.007
H 1.625097 -4.928594 1.143228 0.018 -0.012 -0.030 0.006
H -5.859179 -6.606759 0.553712 0.021 -0.009 0.003 0.001
H -1.822191 4.582590 -5.974441 -0.003 -0.007 -0.002 0.000
H -1.262555 3.783139 -1.725914 -0.021 0.048 0.064 -0.003
H 4.614844 -0.247860 0.773611 0.012 0.016 -0.008 0.001
H -1.764623 -1.417401 3.914269 -0.008 0.007 0.029 -0.011
H 3.231242 1.603379 3.113484 0.007 -0.069 -0.020 -0.003
H -3.530672 -3.794005 -1.687709 -0.012 -0.001 0.011 0.001
H 1.012359 -4.209366 3.346154 -0.007 -0.018 -0.006 0.017
H 6.470809 0.704905 -1.863309 -0.012 0.006 0.014 0.000
H 0.444761 -0.834856 1.727391 -0.005 0.026 0.144 0.065
H 0.739829 -2.268087 -2.118106 -0.065 -0.033 0.020 0.003
H 3.823498 3.331613 -1.314712 0.002 0.007 0.007 -0.001
H -0.875987 4.303395 2.380232 0.002 -0.026 0.042 0.005
H -1.041643 1.054811 -3.781467 0.030 -0.032 0.074 0.002
H -4.972339 -5.813500 -1.609796 -0.010 0.017 -0.004 0.000
H 1.718440 3.920810 -5.123054 -0.015 -0.030 0.005 0.000
H 4.302644 -1.467970 -0.463406 -0.039 -0.011 -0.028 0.001
H -2.081938 0.141823 4.695824 0.044 -0.016 -0.033 -0.001
H 0.451937 1.666035 6.133806 -0.012 -0.011 0.006 -0.002
H 0.602111 3.413216 2.769061 -0.033 0.025 0.032 -0.008
H 5.561312 -0.317438 -2.974827 -0.012 -0.005 0.009 0.000
H -3.361255 -0.689694 3.768017 0.003 -0.020 0.017 -0.007
H 4.870573 2.737936 -0.022579 0.016 -0.045 0.003 0.001
H 2.953589 -0.626226 0.301310 0.069 -0.005 0.060 0.042
H 0.568686 1.289471 -4.451829 0.079 0.008 0.034 0.004
H -2.559634 4.256469 -2.827367 0.003 -0.046 0.006 0.000
H 0.325916 4.029734 1.106196 -0.007 0.004 0.022 0.005
H 3.117522 2.589691 0.123057 0.027 0.032 0.029 0.001
H -0.999824 3.121325 -6.527212 0.002 -0.002 -0.002 0.000
H -2.480713 2.993910 -5.574367 -0.001 -0.002 0.025 0.000
H -5.273267 -5.423248 2.641447 0.001 0.013 0.000 0.000
H 1.064543 5.418854 -4.463993 -0.015 0.004 0.032 0.000
H 1.726292 4.195985 -3.374732 0.032 0.052 -0.001 0.000
H 0.486744 -2.698198 5.074505 0.027 0.009 0.034 -0.002
H 1.460913 -4.524920 -1.298209 0.018 -0.015 0.020 -0.001
H -3.827742 -3.403609 2.548887 -0.037 0.002 0.035 0.005
H 2.879634 -0.861209 2.836216 0.022 0.029 -0.170 0.004